Below is C5H8O2 in the gas phase, with properties calculated with ωB97M-V/def2-TZVPD.

```
15
Properties=species:S:1:pos:R:3:lowdin_charge:R:1
C 1.460 0.226 -0.901 -0.02
C 0.691 -0.881 -0.245 -0.39
O 1.119 -2.092 -0.704 0.04
C -0.288 -0.756 0.659 -0.07
C -0.888 0.545 1.148 -0.16
C -1.541 1.277 -0.007 -0.27
O -2.729 1.330 -0.206 0.05
H 2.525 -0.023 -0.909 0.09
H 1.145 0.341 -1.945 0.09
H 1.323 1.180 -0.388 0.07
H 0.551 -2.785 -0.339 0.11
H -0.748 -1.666 1.040 0.11
H -1.656 0.345 1.901 0.11
H -0.133 1.198 1.603 0.12
H -0.830 1.762 -0.709 0.12
```

E_HOMO	-8.817	eV
frontier orbital gap	9.57	eV

Below is a 2-piece molecular cluster, CClFI2 overall, with properties calculated with ωB97M-V/def2-TZVPD.

```
5
Properties=species:S:1:pos:R:3:lowdin_charge:R:1
C -0.080 0.063 -0.097 -0.64
F 0.664 -0.093 0.983 -0.08
Cl 0.870 0.531 -1.370 0.67
I -3.248 -1.431 -0.109 0.03
I -4.074 1.099 0.011 0.01
```

E_HOMO	-9.111	eV
frontier orbital gap	7.54	eV

Below is C18H39GeN3O3RuS2 as an isolated structure, with properties calculated with ωB97M-V/def2-TZVPD.

```
67
Properties=species:S:1:pos:R:3:mulliken_spin:R:1
Ru -0.158 -0.589 0.188 2.89
C 1.642 1.792 2.805 0.04
C 0.997 0.483 3.225 0.00
C 1.765 -0.299 4.284 0.05
C -0.466 0.880 3.919 0.31
O 0.577 -0.316 2.216 0.55
Ge 0.679 -2.930 1.906 0.03
O -0.948 -2.202 1.092 0.19
C -2.377 -2.459 1.523 -0.03
C -2.325 -3.058 2.914 0.00
C -2.958 -3.418 0.503 0.02
C -3.054 -1.103 1.508 0.05
O 1.435 -2.102 0.465 0.16
C 2.877 -2.227 0.041 -0.02
C 3.708 -1.427 1.025 0.00
C 3.212 -3.707 0.070 0.01
C 2.934 -1.656 -1.359 0.01
H 1.937 2.352 3.691 0.00
H 2.542 1.579 2.225 0.00
H 0.972 2.416 2.219 0.01
H 1.924 0.315 5.168 0.00
H 1.232 -1.202 4.584 0.00
H 2.742 -0.568 3.879 0.00
H -0.153 1.521 4.741 0.02
H -1.062 1.421 3.190 0.01
H -0.947 -0.026 4.274 0.01
H -1.850 -4.041 2.916 0.00
H -1.814 -2.398 3.619 0.00
H -3.342 -3.200 3.280 0.00
H -2.382 -4.341 0.455 0.00
H -3.977 -3.677 0.793 0.00
H -3.002 -2.969 -0.491 0.00
H -2.601 -0.423 2.232 0.00
H -3.022 -0.663 0.503 -0.01
H -4.109 -1.208 1.762 0.00
H 3.640 -1.847 2.031 0.00
H 4.758 -1.453 0.733 0.00
H 3.392 -0.381 1.041 0.00
H 3.165 -4.113 1.085 0.00
H 2.552 -4.276 -0.586 0.00
H 4.236 -3.855 -0.275 0.00
H 2.625 -0.606 -1.364 -0.01
H 3.956 -1.697 -1.734 0.00
H 2.307 -2.231 -2.041 0.00
C -3.390 3.675 -3.219 0.00
C -2.528 2.434 -3.366 0.00
N -1.782 2.115 -2.121 0.01
C -0.504 2.265 -1.847 -0.05
S 0.114 1.629 -0.281 0.25
N 0.401 2.916 -2.534 0.02
C 0.253 3.906 -3.636 0.00
C 0.682 3.342 -4.978 0.00
H -3.935 3.842 -4.147 0.00
H -2.800 4.566 -3.005 0.00
H -4.125 3.553 -2.423 0.00
H -1.811 2.507 -4.177 0.00
H -3.148 1.560 -3.566 0.00
H -2.354 1.802 -1.349 0.00
H 1.358 2.750 -2.254 0.01
H 0.890 4.742 -3.348 0.00
H -0.770 4.269 -3.632 0.00
H 1.718 3.005 -4.951 0.00
H 0.607 4.128 -5.728 0.00
H 0.063 2.504 -5.295 0.00
S -0.964 -1.231 -1.812 0.35
C 0.044 -0.455 -2.913 -0.01
N 0.723 0.087 -3.672 0.13
```

expectation value of S²	8.7897
E_HOMO (spin up / spin down)	-18.789 / -18.830	eV
spin multiplicity	6
charge	+3
frontier orbital gap (spin up / spin down)	7.55 / 5.82	eV

Below is a 10-piece molecular cluster, C36H61F4NO18 overall, with properties calculated with ωB97M-V/def2-TZVPD.

```
120
Properties=species:S:1:pos:R:3:mulliken_spin:R:1
C -1.339 4.003 -0.902 0.09
C -2.208 3.827 -2.208 0.00
C -1.941 2.465 -2.883 0.03
C -2.817 1.314 -2.441 -0.02
C -4.334 1.693 -2.420 0.01
C -4.611 2.959 -1.586 0.02
N -3.656 4.040 -2.115 0.68
O -3.910 5.307 -1.564 0.09
C -6.005 3.475 -1.889 0.01
C -4.412 2.612 -0.150 0.06
C -1.745 4.924 -3.233 0.04
H -1.578 3.316 -0.090 -0.01
H -1.453 4.969 -0.410 0.00
H -0.265 3.870 -1.039 0.00
H -2.197 2.611 -3.933 0.00
H -0.898 2.174 -2.758 0.00
H -2.310 0.966 -1.541 0.00
H -2.708 0.473 -3.126 0.00
H -4.912 0.878 -1.984 0.00
H -4.740 1.589 -3.427 0.00
H -6.205 3.420 -2.959 0.00
H -6.721 2.906 -1.296 0.00
H -6.233 4.496 -1.584 0.00
H -4.594 3.535 0.401 0.00
H -5.051 1.846 0.288 0.01
H -3.385 2.275 -0.009 -0.01
H -1.754 5.986 -2.985 0.00
H -2.257 4.752 -4.180 -0.01
H -0.710 4.707 -3.497 0.00
H -4.413 5.814 -2.206 0.01
C -0.215 1.684 3.979 0.00
C -0.336 3.174 4.311 0.00
O -1.184 3.842 3.739 0.00
C 0.651 3.737 5.351 0.00
H -1.092 1.182 3.568 0.00
H 0.054 1.085 4.849 0.00
H 0.650 1.653 3.316 0.00
H 1.049 2.954 5.998 0.00
H 0.247 4.501 6.016 0.00
H 1.445 4.047 4.673 0.00
C -0.294 -1.497 0.308 0.00
C 0.526 -0.601 1.081 0.00
O 1.048 -0.838 2.172 0.00
C 0.755 0.875 0.485 0.00
H -0.348 -1.135 -0.719 0.00
H -1.263 -1.399 0.797 0.00
H 0.063 -2.526 0.271 0.00
H -0.086 1.548 0.653 0.00
H 0.819 0.794 -0.600 0.00
H 1.615 1.406 0.891 0.00
C 3.201 -3.214 -0.889 0.00
C 4.388 -4.210 -0.954 0.00
O 4.349 -5.400 -0.821 0.00
C 5.653 -3.612 -1.559 0.00
H 3.035 -2.743 -1.858 0.00
H 3.409 -2.503 -0.090 0.00
H 2.357 -3.856 -0.636 0.00
H 6.292 -3.417 -0.697 0.00
H 5.359 -2.621 -1.903 0.00
H 6.108 -4.266 -2.303 0.00
C 4.559 -2.918 3.926 0.00
C 3.732 -4.128 3.652 0.00
O 3.901 -5.174 4.200 0.00
C 2.525 -4.048 2.768 0.00
H 4.916 -2.497 2.986 0.00
H 5.436 -3.211 4.504 0.00
H 3.894 -2.263 4.488 0.00
H 3.029 -3.992 1.803 0.00
H 1.884 -3.178 2.913 0.00
H 1.986 -4.989 2.653 0.00
C 3.601 2.500 3.602 0.00
C 4.717 1.472 3.673 0.00
O 5.334 1.143 2.605 0.00
C 4.965 0.724 4.992 0.00
H 3.607 2.804 2.555 0.00
H 3.861 3.343 4.242 0.00
H 2.554 2.254 3.779 0.00
H 5.599 -0.121 4.726 0.00
H 4.052 0.450 5.520 0.00
H 5.512 1.399 5.651 0.00
C -1.174 -1.322 -5.955 0.00
C -1.735 -2.285 -4.856 0.00
O -0.868 -2.189 -3.749 0.00
C -0.085 -1.090 -3.929 0.00
O 0.701 -0.637 -3.159 0.00
O -0.252 -0.526 -5.179 0.00
F -1.642 -3.560 -5.226 0.00
H -1.944 -0.769 -6.494 0.00
H -0.639 -1.947 -6.670 0.00
H -2.780 -2.059 -4.645 0.00
C -2.062 -2.741 3.549 0.00
C -1.004 -2.432 4.512 0.00
O -0.233 -3.625 4.410 0.00
C -0.957 -4.643 4.039 0.00
O -0.827 -5.845 4.251 0.00
O -2.098 -4.171 3.571 0.00
F -1.447 -2.077 5.745 0.00
H -1.794 -2.438 2.537 0.00
H -3.039 -2.289 3.719 0.00
H -0.303 -1.665 4.183 0.00
C 2.610 1.582 -4.400 0.00
C 3.608 0.462 -4.786 0.00
O 3.824 -0.159 -3.539 0.00
C 3.448 0.727 -2.570 0.00
O 3.591 0.588 -1.377 0.00
O 2.701 1.736 -3.056 0.00
F 4.818 1.010 -5.099 0.00
H 1.601 1.244 -4.635 0.00
H 2.799 2.469 -5.005 0.00
H 3.370 -0.223 -5.599 0.00
C -3.021 -3.408 -0.846 0.00
C -3.689 -2.315 -1.639 0.00
O -4.546 -1.564 -0.804 0.00
C -4.401 -2.139 0.435 0.00
O -4.938 -1.666 1.398 0.00
O -3.470 -3.090 0.500 0.00
F -4.386 -2.945 -2.664 0.00
H -1.934 -3.459 -0.784 0.00
H -3.373 -4.402 -1.123 0.00
H -2.991 -1.557 -1.997 0.00
```

expectation value of S²	0.7541
E_HOMO (spin up / spin down)	-10.209 / -10.209	eV
spin multiplicity	2
charge	+1
frontier orbital gap (spin up / spin down)	7.34 / 2.76	eV

Below is a 2-piece molecular cluster, C2H4ClN overall, with properties calculated with ωB97M-V/def2-TZVPD.

```
8
Properties=species:S:1:pos:R:3:lowdin_charge:R:1
C -0.877 -0.373 -0.001 -0.16
C 0.311 0.354 -0.429 -0.87
N -0.141 0.607 0.807 0.01
Cl 0.596 1.516 -1.575 0.67
H -1.814 0.020 -0.275 0.07
H -0.875 -1.508 0.089 0.12
H 2.537 -0.971 -0.241 0.08
H 0.263 0.354 1.625 0.07
```

E_HOMO (spin up / spin down)	-8.230 / -10.320	eV
frontier orbital gap (spin up / spin down)	7.79 / 10.24	eV

Below is a 2-piece molecular cluster, C4H3N3O overall, with properties calculated with ωB97M-V/def2-TZVPD.

```
11
Properties=species:S:1:pos:R:3:lowdin_charge:R:1
C 1.220 1.220 0.082 -0.06
C -0.012 0.802 0.054 -0.35
C -1.554 -0.911 0.019 -0.03
C -0.173 -0.651 0.072 -0.18
H 1.414 -1.849 0.706 0.31
H 1.560 2.326 0.016 0.16
H -2.162 -1.855 -0.256 0.15
N 1.177 -0.902 -0.282 -0.07
N 1.930 0.078 -0.161 -0.01
N -1.215 1.430 -0.160 0.16
O -2.184 0.313 -0.090 -0.09
```

E_HOMO	-8.974	eV
frontier orbital gap	8.34	eV

Below is a 5-piece molecular cluster, C8H22O7 overall, with properties calculated with ωB97M-V/def2-TZVPD.

```
37
Properties=species:S:1:pos:R:3:lowdin_charge:R:1
C 3.041 0.469 -4.714 -0.03
C 2.322 -0.815 -4.406 -0.27
C 3.227 -1.830 -3.693 -0.12
O 2.573 -2.208 -2.499 0.03
C 1.446 -1.373 -2.296 -0.42
O 0.702 -1.326 -1.269 0.07
O 1.339 -0.500 -3.334 0.05
H 2.440 1.222 -5.223 0.08
H 3.946 0.347 -5.308 0.09
H 3.170 0.997 -3.769 0.10
H 1.790 -1.322 -5.211 0.15
H 4.131 -1.346 -3.323 0.13
H 3.370 -2.734 -4.285 0.14
C -5.951 -2.896 -0.411 -0.18
O -7.193 -2.628 0.186 -0.12
H -5.624 -3.871 -0.050 0.07
H -5.904 -2.867 -1.500 0.08
H -5.287 -2.103 -0.066 0.08
H -7.914 -2.883 -0.395 0.07
C -1.302 6.590 2.589 -0.21
O -1.051 7.424 3.638 -0.10
H -0.612 6.775 1.766 0.08
H -1.072 5.559 2.857 0.07
H -2.347 6.646 2.282 0.08
H -1.390 7.045 4.452 0.08
C -2.039 0.780 2.818 -0.18
O -1.734 -0.527 3.194 -0.12
H -2.971 0.699 2.258 0.08
H -2.121 1.501 3.632 0.07
H -1.161 1.166 2.302 0.08
H -1.235 -0.963 2.499 0.08
C 3.696 -2.348 2.576 -0.16
O 4.389 -2.589 3.776 -0.14
H 4.389 -1.702 2.035 0.07
H 3.266 -3.222 2.088 0.08
H 2.956 -1.675 3.009 0.08
H 4.714 -3.492 3.794 0.07
```

E_HOMO	-9.959	eV
frontier orbital gap	10.50	eV

Below is an isolated ion of composition C10H16Cl2N2 and charge +2, with properties calculated with ωB97M-V/def2-TZVPD.

```
30
Properties=species:S:1:pos:R:3:lowdin_charge:R:1
C 3.785 -3.655 0.594 -0.05
N 2.634 -2.740 0.631 -0.48
Cl 2.194 -2.327 2.243 0.82
C 2.293 -2.069 -0.465 0.00
C 1.325 -1.060 -0.605 -0.20
C 0.054 -0.945 -0.116 -0.51
Cl -0.656 -1.999 1.037 0.80
C -0.623 0.347 -0.499 -0.19
C -1.721 0.701 0.129 -0.09
N -2.343 1.961 0.109 -0.13
C -3.814 1.702 0.203 0.03
C -1.936 2.987 1.265 0.07
C 0.193 0.894 -1.639 -0.08
C 1.584 0.178 -1.492 -0.07
H 4.016 -3.755 -0.495 0.11
H 3.379 -4.591 0.913 0.09
H 4.623 -3.184 1.276 0.15
H 2.904 -2.444 -1.328 0.18
H -1.917 -0.091 0.946 0.12
H -2.275 2.424 -0.810 0.20
H -4.058 1.125 1.046 0.11
H -4.438 2.564 0.302 0.12
H -3.966 1.257 -0.688 0.08
H -2.137 2.515 2.240 0.10
H -0.826 2.885 1.375 0.11
H -2.438 3.992 1.353 0.13
H -0.356 0.603 -2.624 0.18
H 0.250 1.976 -1.556 0.12
H 2.224 0.815 -0.886 0.13
H 2.047 -0.065 -2.457 0.14
```

E_HOMO	-16.338	eV
charge	+2
frontier orbital gap	8.03	eV

Below is C5H7NO in the gas phase, with properties calculated with ωB97M-V/def2-TZVPD.

```
14
Properties=species:S:1:pos:R:3:lowdin_charge:R:1
C 1.586 0.220 -0.841 -0.02
N 0.285 0.214 -0.214 -0.10
C -0.567 1.379 0.099 -0.21
C -1.780 0.889 0.844 -0.04
C -1.564 -0.478 0.912 -0.13
C -0.345 -0.837 0.283 -0.36
O 0.216 -2.037 0.132 0.13
H 1.726 -0.693 -1.425 0.09
H 2.392 0.291 -0.101 0.10
H 1.648 1.081 -1.511 0.09
H 0.003 2.105 0.692 0.12
H -0.860 1.868 -0.839 0.12
H -2.209 -1.222 1.378 0.08
H -0.377 -2.700 0.512 0.13
```

E_HOMO	-7.543	eV
frontier orbital gap	7.98	eV

Below is C13H9F3N3PtS7 as an isolated structure, with properties calculated with ωB97M-V/def2-TZVPD.

```
36
Properties=species:S:1:pos:R:3:lowdin_charge:R:1
Pt -0.950 -0.086 -0.060 0.36
S -5.000 0.459 5.905 0.44
C -4.096 0.342 4.522 -1.53
S -3.923 -1.110 3.609 0.88
C -2.887 -0.486 2.356 -1.15
C -2.550 0.827 2.472 -1.14
S -1.525 1.651 1.322 0.47
S -3.210 1.660 3.850 0.88
S -2.353 -1.497 1.036 0.46
F 3.719 -3.792 -2.219 0.11
C 2.907 -3.906 -1.132 -0.60
F 2.764 -5.245 -0.942 0.11
F 3.597 -3.456 -0.096 0.11
C 1.568 -3.270 -1.399 -0.13
C 0.819 -3.920 -2.362 -0.02
C -0.433 -3.454 -2.721 -0.06
C -0.891 -2.331 -2.062 -0.15
N -0.178 -1.693 -1.138 -0.22
C 1.081 -2.098 -0.767 -0.70
S 1.878 -1.161 0.413 0.61
H 1.224 -4.807 -2.833 0.12
H -1.037 -3.941 -3.470 0.10
H -1.865 -1.903 -2.259 0.11
C -0.547 4.374 -0.724 -0.05
N 0.635 3.633 -0.337 -0.13
C 1.578 4.032 0.590 -0.06
C 2.403 2.978 0.798 -0.07
N 1.965 1.963 -0.010 0.05
C 0.865 2.352 -0.675 -0.80
S -0.051 1.375 -1.735 0.56
H -0.625 5.246 -0.079 0.09
H -1.421 3.738 -0.587 0.05
H -0.476 4.686 -1.766 0.09
H 1.567 5.016 1.018 0.11
H 3.241 2.865 1.459 0.12
H 2.205 0.960 0.023 0.00
```

E_HOMO	-3.759	eV
charge	-1
frontier orbital gap	6.20	eV

Below is C17H21MoN2O12 as an isolated structure, with properties calculated with ωB97M-V/def2-TZVPD.

```
53
Properties=species:S:1:pos:R:3:mulliken_spin:R:1
Mo 0.877 -0.031 0.591 2.01
C 0.004 -3.030 2.197 0.00
C 0.854 -3.438 0.998 -0.01
O 0.707 -2.571 -0.120 0.05
C -0.357 -2.851 -1.026 0.01
C -1.708 -2.401 -0.474 0.00
O -1.470 -1.171 0.187 0.01
C -2.578 -0.623 0.876 -0.01
C -2.142 0.722 1.442 0.02
O -0.786 0.698 1.945 -0.01
C -0.637 0.375 3.329 0.01
C -0.659 -1.132 3.494 0.00
O 0.176 -1.635 2.460 0.00
H 0.320 -3.614 3.070 0.00
H -1.063 -3.217 2.035 0.00
H 0.603 -4.466 0.716 0.00
H 1.913 -3.408 1.263 0.00
H -0.374 -3.915 -1.282 0.00
H -0.115 -2.288 -1.929 0.00
H -2.142 -3.125 0.227 0.00
H -2.418 -2.267 -1.299 0.00
H -2.908 -1.327 1.653 0.00
H -3.419 -0.447 0.194 0.00
H -2.803 1.042 2.253 0.00
H -2.137 1.476 0.662 0.00
H -1.422 0.867 3.910 0.00
H 0.327 0.794 3.629 -0.01
H -1.672 -1.537 3.394 0.00
H -0.274 -1.417 4.482 0.00
O 3.675 0.892 -2.216 0.03
C 2.550 0.851 -1.800 0.01
O 2.218 0.059 -0.771 0.02
C 1.423 1.628 -2.386 0.01
C 1.685 2.326 -3.561 -0.01
C 0.661 3.009 -4.184 0.01
C -0.632 2.986 -3.704 -0.01
C -0.893 2.266 -2.555 0.02
C 0.132 1.621 -1.829 0.01
O -0.082 1.098 -0.628 -0.03
N -2.307 2.179 -2.176 0.00
O -2.681 1.155 -1.635 0.00
O -3.011 3.117 -2.442 0.00
N 0.939 3.764 -5.417 0.00
O 0.011 4.356 -5.913 0.00
O 2.081 3.775 -5.805 0.00
H 2.687 2.324 -3.968 0.00
H -1.432 3.496 -4.224 0.00
C 3.195 0.852 3.000 -0.01
C 2.361 0.185 1.978 -0.13
O 2.491 -0.961 1.574 0.02
H 4.245 0.700 2.744 0.00
H 3.015 0.353 3.958 0.00
H 2.970 1.909 3.085 -0.01
```

expectation value of S²	2.0174
E_HOMO (spin up / spin down)	-11.758 / -12.323	eV
spin multiplicity	3
charge	+1
frontier orbital gap (spin up / spin down)	7.47 / 8.17	eV

no.,electronic energy (eV)
1,-9408.71840
2,-32475.70469
3,-110650.86912
4,-87524.47087
5,-16145.26842
6,-10707.25450
7,-22981.97026
8,-38634.64420
9,-8833.33491
10,-105348.78377
11,-47362.33208